Record 1
{
  "formula": "C28H75F3N6O9",
  "method": "ωB97M-V/def2-TZVPD",
  "symbols": ["O", "H", "H", "H", "C", "O", "O", "C", "F", "F", "F", "C", "C", "H", "H", "H", "H", "H", "H", "C", "C", "C", "O", "C", "N", "H", "H", "H", "H", "H", "H", "H", "H", "H", "H", "H", "C", "C", "C", "O", "C", "N", "H", "H", "H", "H", "H", "H", "H", "H", "H", "H", "H", "C", "C", "C", "O", "C", "N", "H", "H", "H", "H", "H", "H", "H", "H", "H", "H", "H", "C", "C", "C", "O", "C", "N", "H", "H", "H", "H", "H", "H", "H", "H", "H", "H", "H", "C", "C", "C", "O", "C", "N", "H", "H", "H", "H", "H", "H", "H", "H", "H", "H", "H", "C", "C", "C", "O", "C", "N", "H", "H", "H", "H", "H", "H", "H", "H", "H", "H", "H"],
  "coordinates": [[-0.5530, -0.2183, -0.2323], [-0.4333, -0.8226, 0.5470], [-0.7636, -0.7764, -1.0550], [0.3172, 0.2766, -0.3853], [-0.1116, -2.8497, 2.3833], [-1.4870, -2.6451, 2.0786], [0.5492, -1.9560, 1.6347], [0.1584, -2.9341, 3.9308], [-0.7150, -2.1385, 4.6132], [-0.0548, -4.1758, 4.4267], [1.3807, -2.5675, 4.3590], [-2.4352, -3.5775, 2.5572], [-3.7795, -3.3883, 1.8656], [-4.4345, -4.2274, 2.0942], [-4.3007, -2.4838, 2.1869], [-3.5916, -3.2877, 0.7947], [-2.6243, -3.5347, 3.6340], [-2.1121, -4.5919, 2.2941], [0.0910, -3.8873, 2.0525], [4.6088, 1.1572, 2.2982], [3.4250, 0.2637, 2.6784], [2.3848, 0.8993, 3.5782], [2.8043, 1.1134, 4.9237], [2.8835, -0.0848, 5.6675], [2.7776, -0.2506, 1.4719], [5.5740, 0.6914, 2.5039], [4.6172, 2.1353, 2.7836], [4.6499, 1.3673, 1.2243], [3.9431, -0.5370, 3.2193], [1.5012, 0.2522, 3.6620], [1.9331, 1.7991, 3.1554], [3.0153, 0.1388, 6.7252], [3.6520, -0.7621, 5.2944], [1.9075, -0.5855, 5.6516], [2.0616, -0.9442, 1.7242], [3.4805, -0.7849, 0.9675], [-1.8845, 3.4033, -0.8207], [-3.2562, 3.0737, -1.3423], [-4.1188, 2.2814, -0.3457], [-3.5922, 0.9734, -0.2863], [-4.3335, 0.0468, 0.4673], [-3.9629, 4.3457, -1.6107], [-1.7937, 4.0284, 0.0650], [-1.1781, 3.6699, -1.6099], [-1.4395, 2.4597, -0.4696], [-3.2811, 2.4760, -2.2581], [-5.1667, 2.2732, -0.6789], [-4.2037, 2.6731, 0.6757], [-3.7189, -0.8506, 0.4802], [-5.3168, -0.1519, 0.0255], [-4.5257, 0.3811, 1.4908], [-4.8793, 4.0669, -1.9703], [-3.6175, 4.7787, -2.4659], [0.0149, 1.4763, -4.3079], [0.9132, 0.4812, -5.0337], [1.5610, 1.0928, -6.2672], [0.6081, 1.6644, -7.1385], [1.1790, 2.4982, -8.1056], [1.9569, -0.0481, -4.1273], [-0.3683, 0.9850, -3.4118], [-0.8591, 1.8125, -4.8619], [0.6463, 2.3424, -4.0981], [0.3130, -0.4022, -5.2810], [2.2532, 0.3907, -6.7496], [2.1935, 1.9322, -5.9386], [0.4023, 3.0779, -8.6073], [1.5567, 1.9577, -8.9875], [2.0039, 3.0864, -7.6969], [2.5373, -0.6549, -4.6993], [2.5308, 0.7707, -3.8410], [1.8981, 3.0882, 0.2032], [1.9506, 2.4415, -1.1649], [3.2894, 2.7184, -1.8422], [3.3314, 2.1261, -3.1565], [4.6062, 2.2478, -3.7569], [1.6586, 1.0152, -1.0558], [2.4337, 2.4807, 0.9363], [0.8674, 3.1352, 0.5527], [2.3969, 4.0575, 0.2347], [1.1822, 2.9154, -1.7826], [4.0680, 2.2498, -1.2291], [3.4938, 3.7863, -1.9441], [5.4221, 1.7707, -3.2083], [4.8521, 3.3103, -3.8492], [4.5510, 1.8268, -4.7599], [1.8447, 0.5690, -1.9562], [2.3912, 0.5836, -0.4836], [-0.8097, -3.8412, -1.0152], [0.2131, -3.0304, -1.8154], [0.9497, -3.8859, -2.8435], [1.5122, -4.9866, -2.1839], [2.3170, -5.7948, -3.0294], [-0.4313, -1.8178, -2.3728], [-1.5252, -4.4002, -1.6278], [-1.4743, -3.2126, -0.4216], [-0.2882, -4.5273, -0.3525], [0.9760, -2.6573, -1.1270], [1.7628, -3.3236, -3.3237], [0.2547, -4.2587, -3.6118], [3.2710, -5.2819, -3.1833], [1.7852, -5.8902, -3.9811], [2.4737, -6.7660, -2.5699], [0.2171, -1.3610, -3.0208], [-1.1253, -2.1829, -3.0280], [-4.2852, 0.9950, 6.1426], [-3.7003, -0.1842, 5.3778], [-3.1953, 0.1932, 3.9927], [-2.1724, 1.1543, 4.1239], [-1.4262, 1.2412, 2.9328], [-2.6556, -0.8415, 6.1939], [-3.5130, 1.7688, 6.2649], [-4.6273, 0.7997, 7.1565], [-4.9698, 1.5914, 5.5332], [-4.5340, -0.8950, 5.3881], [-4.0122, 0.6465, 3.4171], [-2.9718, -0.7570, 3.4952], [-0.8632, 0.3601, 2.6043], [-0.6600, 2.0033, 3.1019], [-2.0355, 1.5873, 2.0880], [-2.3045, -0.1899, 6.8850], [-1.8831, -1.0521, 5.5699]],
  "lowdin_charge": [0.13, 0.09, 0.09, 0.07, -0.45, -0.12, -0.20, -0.49, 0.08, 0.12, 0.13, -0.28, -0.07, 0.08, 0.06, 0.06, 0.12, 0.12, 0.14, -0.06, -0.42, -0.19, -0.17, -0.11, 0.04, 0.07, 0.08, 0.05, 0.12, 0.11, 0.12, 0.09, 0.08, 0.08, 0.03, 0.09, -0.07, -0.42, -0.21, -0.21, -0.10, 0.02, 0.09, 0.07, 0.06, 0.14, 0.12, 0.13, 0.07, 0.09, 0.07, 0.06, 0.07, -0.04, -0.42, -0.22, -0.17, -0.12, 0.04, 0.07, 0.08, 0.08, 0.13, 0.13, 0.11, 0.09, 0.09, 0.09, 0.08, 0.03, -0.03, -0.40, -0.15, -0.25, -0.09, 0.07, 0.05, 0.07, 0.09, 0.12, 0.13, 0.13, 0.09, 0.09, 0.09, 0.06, 0.07, -0.03, -0.39, -0.22, -0.19, -0.09, 0.05, 0.09, 0.06, 0.08, 0.14, 0.12, 0.13, 0.09, 0.08, 0.09, 0.05, 0.10, -0.08, -0.42, -0.22, -0.15, -0.09, 0.05, 0.07, 0.08, 0.08, 0.13, 0.11, 0.11, 0.08, 0.09, 0.08, 0.06, 0.03],
  "lumo_ev": 0.268,
  "gap_ev": 8.425,
  "max_force_ev_per_a": 2.5,
  "relative_energy_kcal_mol": 45.5,
  "e_tot_ev": -65769.04430,
  "homo_ev": -8.16
}

Record 2
{
  "formula": "C28H76BF3HgO12S",
  "method": "ωB97M-V/def2-TZVPD",
  "symbols": ["Hg", "B", "H", "H", "H", "H", "C", "F", "F", "F", "S", "O", "O", "O", "C", "C", "C", "O", "H", "H", "H", "H", "H", "H", "H", "H", "C", "C", "C", "O", "H", "H", "H", "H", "H", "H", "H", "H", "C", "C", "C", "O", "H", "H", "H", "H", "H", "H", "H", "H", "C", "C", "C", "O", "H", "H", "H", "H", "H", "H", "H", "H", "C", "C", "C", "O", "H", "H", "H", "H", "H", "H", "H", "H", "C", "C", "C", "O", "H", "H", "H", "H", "H", "H", "H", "H", "C", "C", "C", "O", "H", "H", "H", "H", "H", "H", "H", "H", "C", "C", "C", "O", "H", "H", "H", "H", "H", "H", "H", "H", "C", "C", "C", "O", "H", "H", "H", "H", "H", "H", "H", "H"],
  "coordinates": [[-1.7587, -3.6258, 0.8022], [-0.5621, -5.3259, -0.4007], [-0.0842, -4.9673, 0.6421], [-1.8095, -5.1225, -0.4583], [-0.0348, -4.6668, -1.2397], [-0.4642, -6.5072, -0.4526], [1.2885, -0.2314, 0.8189], [0.9699, -0.8007, 2.0034], [1.3131, 1.0904, 1.0138], [2.4969, -0.6464, 0.4753], [0.0066, -0.6977, -0.4403], [0.6341, -0.5702, -1.7188], [-0.3064, -2.0946, -0.1151], [-1.1002, 0.2113, -0.2355], [-1.8406, -0.1861, 3.6330], [-2.5655, -1.4797, 3.3039], [-4.0414, -1.4679, 3.6465], [-2.4017, -1.7281, 1.8692], [-0.7645, -0.3259, 3.5554], [-2.1073, 0.2112, 4.6083], [-2.0456, 0.5506, 2.8455], [-2.0181, -2.2804, 3.8062], [-4.5606, -2.3489, 3.2863], [-4.4401, -0.5195, 3.2823], [-4.1441, -1.3410, 4.7281], [-2.4713, -0.8579, 1.4445], [-1.4701, 0.1948, -4.6146], [-2.9787, 0.2328, -4.8338], [-3.3340, 0.3387, -6.3043], [-3.4722, -1.0215, -4.2851], [-1.0927, -0.7700, -4.9459], [-1.1512, 0.3863, -3.5923], [-1.0854, 1.0247, -5.2151], [-3.3831, 1.0170, -4.1871], [-4.2191, -0.2522, -6.5476], [-2.5146, 0.1076, -6.9829], [-3.6454, 1.3584, -6.5621], [-4.4297, -0.9508, -4.3408], [3.7149, -1.4600, -3.2431], [2.6734, -1.8912, -4.2820], [2.1579, -3.2913, -3.9427], [1.5523, -1.0207, -4.2580], [3.9500, -0.4035, -3.3666], [4.6289, -2.0414, -3.3936], [3.3305, -1.6800, -2.2443], [3.1720, -1.9254, -5.2516], [1.3262, -3.5561, -4.5949], [1.7904, -3.3480, -2.9141], [2.9562, -4.0337, -4.0525], [1.2793, -0.9425, -3.3341], [-0.4880, 3.1609, -2.2410], [0.9658, 3.1859, -1.7960], [1.8918, 2.5530, -2.8091], [1.3341, 4.5464, -1.5854], [-0.9782, 2.1918, -2.2174], [-0.5143, 3.6104, -3.2366], [-0.9881, 3.8373, -1.5407], [1.0300, 2.6759, -0.8259], [1.6528, 1.5093, -3.0202], [2.9229, 2.5144, -2.4309], [1.9768, 3.1393, -3.7253], [1.9641, 4.6217, -0.8596], [-2.2300, 5.3781, 2.2293], [-1.8756, 3.9277, 2.4804], [-0.4520, 3.5592, 2.1287], [-2.0025, 3.7153, 3.9183], [-1.4572, 6.0352, 2.6258], [-3.1801, 5.6653, 2.6803], [-2.3099, 5.5435, 1.1498], [-2.5290, 3.2027, 1.9868], [-0.2410, 3.5598, 1.0570], [-0.3398, 2.5223, 2.4565], [0.3365, 4.1145, 2.6365], [-2.9058, 3.4260, 4.0747], [-4.3576, 3.1418, -0.7633], [-3.9699, 1.7240, -0.3643], [-4.9813, 1.1161, 0.6012], [-3.8253, 0.8834, -1.5232], [-4.2642, 3.7298, 0.1472], [-5.2935, 3.1469, -1.3177], [-3.5975, 3.4723, -1.4763], [-2.9404, 1.7468, 0.0093], [-4.9502, 0.0217, 0.5723], [-6.0172, 1.3825, 0.4071], [-4.6182, 1.3564, 1.6072], [-3.1776, 0.2102, -1.2897], [2.9266, 5.8601, 2.3211], [3.7861, 5.1708, 1.2630], [3.5628, 3.6762, 1.2197], [3.4873, 5.6777, -0.0527], [1.9462, 5.3975, 2.4169], [2.8075, 6.9141, 2.0691], [3.4748, 5.8368, 3.2653], [4.8321, 5.4420, 1.4349], [4.1434, 3.2691, 0.3887], [2.5296, 3.4756, 0.9162], [3.7749, 3.1788, 2.1628], [4.1546, 6.2818, -0.3814], [1.0313, -5.3471, 3.7654], [0.1829, -4.0876, 3.8465], [0.8498, -2.9465, 4.5828], [0.0026, -3.6546, 2.4731], [0.5149, -6.2009, 3.3406], [1.3312, -5.5866, 4.7961], [1.9947, -5.1550, 3.2893], [-0.7605, -4.3670, 4.3195], [1.8435, -2.8402, 4.1254], [1.1481, -3.2518, 5.5910], [0.3515, -1.9846, 4.5733], [0.8512, -3.4085, 2.0625], [4.5752, -3.3991, 0.4040], [3.3250, -4.0900, -0.0904], [3.2956, -5.5487, 0.3357], [2.1826, -3.4020, 0.4431], [4.6555, -3.5716, 1.4824], [4.5165, -2.3172, 0.2827], [5.4712, -3.7742, -0.0862], [3.3111, -4.0316, -1.1851], [4.0672, -6.0940, -0.2141], [2.3476, -6.0652, 0.1789], [3.5243, -5.6296, 1.4024], [1.4273, -3.8989, 0.0970]],
  "lowdin_charge": [1.23, -0.39, -0.06, -0.01, 0.00, 0.01, -0.63, 0.10, 0.12, 0.15, 0.52, -0.26, -0.40, -0.29, -0.02, -0.43, -0.03, -0.16, 0.06, 0.10, 0.08, 0.12, 0.09, 0.07, 0.09, 0.08, -0.05, -0.47, -0.06, -0.08, 0.08, 0.05, 0.09, 0.12, 0.07, 0.08, 0.08, 0.07, -0.05, -0.47, -0.06, -0.07, 0.08, 0.08, 0.06, 0.13, 0.08, 0.06, 0.08, 0.02, -0.04, -0.50, -0.04, -0.06, 0.06, 0.09, 0.07, 0.10, 0.06, 0.07, 0.09, 0.03, -0.05, -0.47, -0.04, -0.07, 0.08, 0.08, 0.08, 0.11, 0.08, 0.07, 0.07, 0.08, -0.04, -0.50, -0.05, -0.06, 0.07, 0.09, 0.07, 0.10, 0.07, 0.08, 0.06, 0.06, -0.04, -0.46, -0.05, -0.06, 0.05, 0.08, 0.08, 0.13, 0.09, 0.06, 0.09, 0.10, -0.04, -0.44, -0.04, -0.19, 0.09, 0.09, 0.08, 0.14, 0.09, 0.09, 0.06, 0.06, -0.05, -0.47, -0.04, -0.09, 0.08, 0.07, 0.09, 0.12, 0.09, 0.07, 0.07, 0.01],
  "lumo_ev": -1.713,
  "gap_ev": 7.337,
  "max_force_ev_per_a": 1.8,
  "relative_energy_kcal_mol": 21.7,
  "e_tot_ev": -78674.72969,
  "homo_ev": -9.05
}